1.
DFT (wB97M-V/def2-TZVPD) results for an isolated molecule of C28H25F3O5 at a distorted geometry.

XYZ file:
```
61
C28H25F3O5 (wB97M-V/def2-TZVPD)
C 3.86935 2.75997 4.01317
O 2.48652 2.75830 4.40184
C 1.60233 1.95417 3.75963
C 0.24858 2.31324 3.93214
C -0.68311 1.77871 3.08470
C -0.34368 0.79819 2.15222
C -1.35812 0.33787 1.14805
C -2.31995 1.46491 0.53153
C -3.57682 1.50736 1.30607
C -4.89521 1.08730 0.57831
C -5.41745 -0.19713 0.80934
C -6.68693 -0.53890 0.33042
C -7.43248 0.38132 -0.41095
C -6.87833 1.63249 -0.69646
C -5.62456 1.97061 -0.19290
C -3.85243 2.49873 2.44563
C -3.72312 2.04581 3.78778
C -3.80554 2.93433 4.85512
C -4.10722 4.27092 4.58970
C -4.02103 5.29685 5.69329
F -4.20102 6.56868 5.23151
F -2.79111 5.25044 6.30032
F -4.95411 5.10113 6.67488
C -4.47660 4.66018 3.30813
C -4.49701 3.71795 2.27229
C -1.29408 2.59104 -0.01206
O -0.19741 2.81943 0.45551
O -1.51697 3.10252 -1.29023
C -2.89791 3.21350 -1.65934
C -3.50342 4.30855 -0.81592
C -3.04093 3.57810 -3.12684
O -3.45986 1.88066 -1.54370
C -2.67557 0.95621 -0.86974
O -2.32383 -0.09533 -1.34173
C 0.93672 0.23043 2.19530
C 1.93808 0.87957 2.89899
H 4.32510 3.46005 4.71338
H 4.30342 1.75956 4.12197
H 3.99180 3.11535 2.98167
H -0.01833 3.11876 4.61095
H -1.68878 2.17375 3.11988
H -0.86892 -0.11343 0.27579
H -1.97261 -0.48148 1.57286
H -3.46116 0.60100 1.90722
H -4.82743 -0.93449 1.36232
H -7.12101 -1.50693 0.58204
H -8.43401 0.13756 -0.77254
H -7.42187 2.38549 -1.26877
H -5.22102 2.94935 -0.42051
H -3.48905 0.99047 3.99651
H -3.60277 2.60555 5.87087
H -4.76554 5.68733 3.10044
H -5.03963 3.94270 1.35309
H -3.48634 4.06146 0.25103
H -2.88421 5.20796 -0.93402
H -4.50202 4.58175 -1.17684
H -2.67966 2.76238 -3.75632
H -4.10178 3.74590 -3.35055
H -2.50107 4.50469 -3.34343
H 1.15146 -0.65116 1.58591
H 2.97865 0.61133 2.75297
```

E_HOMO (eV): -7.9
Energy relative to the best compared isomer or geometry (same formula, charge and spin) (kJ/mol): 0.0
Net charge: 0
DFT total energy (Eh): -1757.70939

2.
DFT (wB97M-V/def2-TZVPD) results for a structure of composition C28H25F5NORh at a distorted geometry.

XYZ file:
```
61
C28H25F5NORh (wB97M-V/def2-TZVPD)
C 2.11992 0.33218 1.67497
C 2.16616 -0.23905 0.34815
C 2.49282 0.79610 -0.57748
H 2.02862 -1.28622 0.06010
C 2.66749 2.02603 0.15699
C 2.43300 1.74717 1.56665
H 2.90191 2.98476 -0.31837
C -1.27953 -1.65665 1.35440
C -0.29474 -2.48431 0.75234
C -0.57426 -2.54961 -0.64368
H 0.51371 -2.99983 1.27166
C -1.73648 -1.76622 -0.91461
C -2.19109 -1.25466 0.33541
H 2.63867 0.65424 -1.66711
H 2.43195 2.48096 2.36868
H 1.88285 -0.23177 2.56727
H -3.12785 -0.71298 0.48136
H -0.00731 -3.11684 -1.38481
H -1.33335 -1.39217 2.40840
Rh 0.83572 1.29865 0.50969
C -2.49136 -1.67864 -2.24345
C -3.83236 -2.38151 -2.02967
C -1.72813 -2.41337 -3.35446
H -3.66224 -3.43049 -1.74662
H -4.41410 -2.36718 -2.95730
H -4.42173 -1.89657 -1.24289
H -1.62133 -3.47476 -3.14325
H -0.73182 -1.95727 -3.44526
H -2.25685 -2.25844 -4.30116
C -2.73541 -0.18992 -2.75118
C -1.45164 0.39131 -3.36714
H -3.13414 0.41918 -1.91131
H -3.55115 -0.21680 -3.51580
O -0.36609 -0.25559 -3.29023
N -1.54964 1.60164 -4.03871
C -0.41037 2.55844 -4.10619
H -2.44079 2.02278 -4.33698
C 0.96717 1.93142 -4.21039
C 2.09374 2.54642 -3.64383
H 1.96918 3.45946 -3.05214
C 3.38111 2.02899 -3.87272
H 4.25901 2.54074 -3.46250
C 3.54807 0.88852 -4.66895
H 4.54882 0.50580 -4.88069
C 2.42420 0.25904 -5.21502
H 2.52350 -0.62978 -5.83596
C 1.15379 0.78903 -4.99008
H 0.28139 0.32549 -5.45098
H -0.43794 3.14812 -3.17513
H -0.54538 3.24823 -4.96943
F -0.44597 1.06915 3.30306
C -1.23263 1.88263 2.54516
C -0.97404 2.09666 1.19881
C -1.79785 2.87479 0.39216
F -1.53828 2.98656 -0.94404
C -2.85518 3.55598 1.00515
F -3.60464 4.44157 0.31686
C -3.09411 3.36381 2.37106
F -4.06599 4.06810 2.98020
C -2.29467 2.52890 3.15097
F -2.47899 2.41397 4.48341
```

E_HOMO (alpha / beta) (eV): -7.1 / -7.9
Multiplicity: 5
Net charge: 0
DFT total energy (Eh): -1821.54407

3.
DFT (wB97M-V/def2-TZVPD) results for a structure of composition C28H25N2OPdS2SbSe2.

XYZ file:
```
62
C28H25N2OPdS2SbSe2 (wB97M-V/def2-TZVPD)
Pd -2.18709 -0.22698 0.68475
Se -2.43330 0.91938 -1.52481
Se -3.76506 2.07616 2.10743
C -2.29479 2.73393 3.16126
C -2.25915 4.11826 3.35239
C -1.22118 4.64262 4.09612
C -0.25697 3.78483 4.61566
C -0.37376 2.43366 4.35526
N -1.37391 1.91360 3.64023
C -3.71181 -0.29862 -2.28694
C -3.97227 -0.26330 -3.65845
C -4.88477 -1.15863 -4.17903
C -5.50899 -2.06699 -3.32936
C -5.19146 -2.01522 -1.98306
N -4.32865 -1.15031 -1.46357
H -3.02799 4.75938 2.94288
H -1.16710 5.70922 4.27174
H 0.57193 4.15446 5.20195
H 0.36287 1.72709 4.71863
H -3.45849 0.44596 -4.29314
H -5.10546 -1.15709 -5.23925
H -6.22330 -2.78645 -3.70299
H -5.65346 -2.69935 -1.27879
S -3.75381 -0.04635 2.43925
O -0.20836 -0.52966 2.72017
H -0.85287 0.12887 3.06547
H -0.61185 -1.38901 2.90305
S -1.28394 -2.28322 -0.13075
Sb 0.65649 -1.05682 -0.34302
C 2.11505 -1.96425 0.87260
C 2.27309 -3.34361 0.78270
C 3.21745 -3.99098 1.56321
C 4.00281 -3.25872 2.44310
C 3.83968 -1.88598 2.54224
C 2.89634 -1.23884 1.75807
C 1.37077 -1.40414 -2.29572
C 0.51112 -1.21423 -3.37315
C 0.96788 -1.42871 -4.66325
C 2.27628 -1.83590 -4.88124
C 3.13036 -2.03277 -3.80574
C 2.67739 -1.81759 -2.51209
C 1.09932 0.99025 -0.07146
C 0.31808 1.88872 0.63921
C 0.72594 3.20196 0.79492
C 1.92493 3.62514 0.24066
C 2.71305 2.73107 -0.46797
C 2.30109 1.41754 -0.62739
H 1.65042 -3.92296 0.10885
H 3.33574 -5.06366 1.48835
H 4.73880 -3.76278 3.05598
H 4.44435 -1.31834 3.23673
H 2.76453 -0.16755 1.85413
H -0.51324 -0.90016 -3.20021
H 0.29851 -1.27988 -5.50055
H 2.62889 -2.00474 -5.89029
H 4.14884 -2.35805 -3.97118
H 3.35300 -1.98621 -1.68114
H -0.61472 1.56793 1.08935
H 0.10460 3.89182 1.35069
H 2.24418 4.65218 0.35811
H 3.64805 3.05698 -0.90412
H 2.92593 0.73707 -1.19651
```

E_HOMO (alpha / beta) (eV): -7.1 / -7.1
Multiplicity: 3
Energy relative to the best compared isomer or geometry (same formula, charge and spin) (kJ/mol): 45.4
Net charge: 0
DFT total energy (Eh): -7234.07658

4.
DFT (wB97M-V/def2-TZVPD) results for a cluster of 2 separate species, C28H25NO4 in total at a distorted geometry.

XYZ file:
```
58
C28H25NO4 (wB97M-V/def2-TZVPD)
C 1.11310 6.53255 -1.79796
C -0.09555 5.58542 -1.87688
C 0.00562 4.80822 -0.60453
C 1.12539 5.28751 0.13315
O 1.80786 6.27437 -0.49078
C 1.40229 4.81318 1.41948
C 0.54901 3.86979 1.93790
C -0.54510 3.28749 1.20548
C -1.38152 2.27400 1.76147
C -1.05689 1.47523 2.90284
C -2.08343 0.75439 3.57697
C -1.77563 0.06426 4.73725
C -0.44409 0.04340 5.24647
O -0.32430 -0.61452 6.42269
C -1.68709 -1.14902 6.77242
C -2.66143 -0.69545 5.67220
C 0.60297 0.66704 4.55918
C 0.28966 1.31408 3.39194
C -0.83153 3.82961 -0.08457
H 1.86282 6.36012 -2.58433
H 0.83263 7.59561 -1.80636
H -1.03726 6.14479 -1.91164
H -0.04077 4.95195 -2.76867
H 2.25781 5.17507 1.99439
H 0.70154 3.57271 2.96816
H -2.34011 2.08652 1.28014
H -3.10598 0.76550 3.20285
H -1.58613 -2.24194 6.84056
H -1.93440 -0.75521 7.76890
H -3.45280 -0.06094 6.08704
H -3.13195 -1.55485 5.18017
H 1.63055 0.64121 4.94146
H 1.10057 1.72858 2.80268
H -1.68654 3.48242 -0.66094
C -8.00610 5.43996 -2.15343
C -6.89159 4.45496 -2.41639
O -6.65485 3.71954 -1.18199
C -5.56181 2.90786 -1.25145
C -5.50349 2.06300 -0.06243
C -4.73210 0.87682 0.00668
C -3.69222 0.58386 -0.93173
C -2.93125 -0.56169 -0.78690
C -3.18693 -1.48204 0.23104
C -4.28009 -1.27583 1.07370
C -5.06603 -0.13738 0.97251
C -6.67980 2.12693 0.67936
N -7.64315 2.10964 1.35373
O -4.83487 2.83008 -2.23362
H -8.24081 6.05215 -3.02932
H -8.93893 4.95703 -1.85148
H -7.73357 6.12784 -1.34986
H -7.15960 3.72538 -3.19208
H -5.96047 4.95415 -2.70763
H -3.57796 1.25191 -1.79158
H -2.14671 -0.77296 -1.50738
H -2.56452 -2.36494 0.35196
H -4.56266 -2.03351 1.79453
H -5.99294 -0.01194 1.55928
```

E_HOMO (eV): -5.7
Energy relative to the best compared isomer or geometry (same formula, charge and spin) (kJ/mol): 0.2
Net charge: 0
DFT total energy (Eh): -1437.58365